Record 1
Molecular formula: C4H10NO2S
Method: DFT, ωB97M-V/def2-TZVPD

**Relative energy (zero: lowest compared OMol25 entry of this formula, charge and spin)**: 0.998 eV
**HOMO energy**: -2.920 eV
**E_tot**: -20731.939 eV
**Multiplicity**: 1
**Charge**: -1
**Kohn-Sham gap**: 6.571 eV

```
18
Properties=species:S:1:pos:R:3:forces:R:3
C -0.366828 -0.462699 0.968355 -0.5 -0.4 0.4
N -0.059978 0.943429 0.770156 0.1 0.2 -0.2
C -0.937126 1.954003 0.900403 0.3 -0.3 0.2
O -0.703579 3.118525 0.628525 -0.3 0.1 0.0
C -1.292093 -1.078282 -0.068790 1.3 -1.1 -0.9
C -0.624019 -1.154884 -1.477110 0.8 0.9 1.1
S 0.873947 -2.219619 -1.442791 -0.1 -0.1 -0.1
H 0.567911 -1.020030 0.991205 0.1 0.1 -0.3
H -0.822043 -0.641666 1.950566 0.0 0.5 0.1
H 0.763529 1.166532 0.225721 0.1 0.0 0.1
H -1.898027 1.610926 1.324241 -0.1 0.1 0.1
H -1.298450 -2.155754 0.153126 -0.8 0.2 0.5
H -2.275702 -0.604341 -0.050315 -0.1 -0.1 -0.1
H -1.358412 -1.469044 -2.211255 0.0 0.1 -0.2
H -0.213850 -0.157395 -1.669329 -0.6 0.1 -0.6
H 3.301387 0.785057 0.427896 0.1 -0.1 0.8
H 3.113746 0.290244 -0.954806 -0.4 -0.9 -0.7
O 3.229586 1.094998 -0.465798 0.1 0.9 -0.1
```
Positions in Å, forces in eV/Å.

=====

Record 2
Molecular formula: C4H10NO3
Method: DFT, ωB97M-V/def2-TZVPD

**Relative energy (zero: lowest compared OMol25 entry of this formula, charge and spin)**: 3.102 eV
**HOMO energy**: -4.026 eV
**E_tot**: -11942.294 eV
**Multiplicity**: 1
**Charge**: -1
**Kohn-Sham gap**: 7.516 eV

```
18
Properties=species:S:1:pos:R:3:forces:R:3
C 1.429684 -0.533740 0.029372 0.6 -0.6 0.0
N 0.926426 0.716298 -0.047544 -0.1 0.2 -0.5
C 1.689540 1.850660 0.368597 1.2 0.1 1.0
C -0.414746 0.947244 -0.516172 -1.6 -0.8 1.6
C -1.611104 0.746029 0.544813 -0.3 -1.7 -2.1
O -2.468021 -0.211592 -0.017973 -0.4 0.7 -0.6
O 2.606137 -0.819566 0.219976 0.1 0.4 0.2
H 0.711570 -1.360807 -0.072291 -0.4 0.4 -0.2
H 2.672469 1.475316 0.661978 0.0 0.0 0.1
H 1.892407 2.648039 -0.348056 -0.4 -0.3 -0.6
H 1.250745 2.337930 1.248276 -0.2 -0.1 -0.1
H -0.518555 1.970233 -0.846465 0.4 0.2 -0.6
H -0.745795 0.205158 -1.256661 0.6 0.5 -0.2
H -2.149908 1.719748 0.514475 0.3 -0.4 1.2
H -1.340011 0.183230 1.454390 0.8 1.6 0.6
H -0.970980 -2.582878 -0.900458 2.9 -0.6 -2.1
H -1.935515 -1.236551 -0.250141 -0.8 -0.6 0.4
O -1.714091 -2.484913 -0.393377 -2.4 1.0 2.0
```
Positions in Å, forces in eV/Å.

=====

Record 3
Molecular formula: C4H10NO3
Method: DFT, ωB97M-V/def2-TZVPD

**Relative energy (zero: lowest compared OMol25 entry of this formula, charge and spin)**: 3.393 eV
**HOMO energy**: -3.436 eV
**E_tot**: -11942.004 eV
**Multiplicity**: 1
**Charge**: -1
**Kohn-Sham gap**: 7.264 eV

```
18
Properties=species:S:1:pos:R:3:forces:R:3
O 1.843708 -2.836381 -2.243343 -0.7 1.4 1.6
C 1.887907 -1.958670 -1.348927 0.7 -0.3 -1.0
N 0.857532 -1.344893 -0.715032 -0.7 -1.2 -0.8
C 0.733404 -0.311386 0.315548 -3.3 1.5 -0.4
C 0.272841 1.098331 -0.376865 3.9 0.3 1.1
C -0.536391 1.908050 0.667209 -0.8 -1.3 -1.1
O -1.814384 1.629078 0.450449 -3.1 -0.5 0.2
H 2.923758 -1.605614 -1.101245 -0.8 0.1 0.5
H -0.088168 -1.593283 -1.067400 1.1 -0.1 0.3
H 1.489839 -0.264210 1.064357 1.1 0.0 0.0
H -0.254688 -0.558651 0.905227 2.0 0.0 -1.1
H 1.127725 1.772078 -0.717596 -0.1 -1.1 0.4
H -0.124860 0.740533 -1.313774 -1.3 0.5 0.0
H -0.314674 1.464536 1.616418 1.4 -0.2 1.4
H -0.476956 2.979584 0.797665 1.4 0.9 -0.6
H -2.009578 0.370206 1.089029 -1.4 -0.2 -1.4
H -3.204176 -0.813586 0.809358 0.7 0.6 0.2
O -2.312840 -0.675722 1.168923 0.1 -0.5 0.7
```
Positions in Å, forces in eV/Å.

=====

Record 4
Molecular formula: C4H10NO3
Method: DFT, ωB97M-V/def2-TZVPD

**Relative energy (zero: lowest compared OMol25 entry of this formula, charge and spin)**: 2.465 eV
**HOMO energy**: -3.910 eV
**E_tot**: -11942.932 eV
**Multiplicity**: 1
**Charge**: -1
**Kohn-Sham gap**: 7.850 eV

```
18
Properties=species:S:1:pos:R:3:forces:R:3
C -1.908476 0.578382 0.667150 -0.2 -0.2 0.0
N -0.537770 0.452785 0.435836 -2.9 1.1 0.4
C -0.418498 -0.054274 -1.976203 1.2 1.1 2.2
C -0.216559 -0.551633 -0.538188 0.8 -1.3 0.5
C 1.161148 -1.310260 -0.287649 -0.4 -0.4 0.1
O 2.388110 -0.570196 -0.350846 -0.6 0.1 -1.4
O -2.926998 -0.206361 0.435324 3.3 2.0 0.2
H -2.176447 1.632707 1.126419 0.6 -1.8 -0.4
H 2.137529 0.225930 0.128635 0.6 0.7 0.3
H -0.158255 0.990812 -2.001711 -0.7 0.8 0.2
H -1.373518 -0.278095 -2.315345 -1.8 -0.1 -0.7
H 0.312523 -0.388285 -2.613575 1.7 -1.7 -1.8
H -0.976152 -1.284846 -0.351723 -0.3 -1.3 -0.3
H 1.188935 -2.195998 -0.984295 0.2 0.9 0.5
H 1.274742 -1.689854 0.734018 -1.3 -0.5 0.1
H 0.822576 1.124080 1.161460 -0.9 0.4 -0.4
H 1.813916 0.905094 2.309813 -0.1 1.6 -2.0
O 1.687993 1.503515 1.486121 0.7 -1.7 2.5
```
Positions in Å, forces in eV/Å.

=====

Record 5
Molecular formula: C4H10NO3
Method: DFT, ωB97M-V/def2-TZVPD

**Relative energy (zero: lowest compared OMol25 entry of this formula, charge and spin)**: 4.720 eV
**HOMO energy**: -2.969 eV
**E_tot**: -11940.677 eV
**Multiplicity**: 1
**Charge**: -1
**Kohn-Sham gap**: 6.507 eV

```
18
Properties=species:S:1:pos:R:3:forces:R:3
C -0.683605 -0.070495 -0.467150 5.7 2.1 -0.8
C -0.154126 1.413538 -0.466194 -3.4 -0.4 -0.4
C -0.664736 2.121587 -1.700877 0.5 2.7 0.8
O -1.098552 3.276115 -1.776794 0.4 -1.8 0.4
N 0.406005 -0.788711 0.266266 -5.5 0.3 1.7
C -0.406028 -2.131138 0.430525 0.8 -0.3 1.2
O -0.854878 -2.696105 -0.615863 -0.7 -0.6 -2.7
H -0.843361 -0.559876 -1.398393 -0.1 0.0 -1.2
H -1.568161 -0.076107 0.033373 -2.3 -0.4 1.8
H 0.891262 1.398134 -0.313782 1.2 0.2 -0.5
H -0.614517 1.845583 0.436079 0.4 0.4 -0.3
H -0.560959 1.582408 -2.621696 0.0 -0.8 -0.9
H 1.264423 -0.909554 -0.188104 0.9 -0.5 -1.7
H 0.459535 -2.661515 0.812698 0.2 -1.2 1.7
H -1.353208 -1.932480 1.096583 2.0 0.4 0.4
H 2.071638 0.526077 1.507213 0.2 -1.3 3.5
H 1.530353 -0.499086 2.464567 -1.7 -1.7 -0.2
O 2.178917 0.161625 2.501550 1.5 3.0 -3.2
```
Positions in Å, forces in eV/Å.

=====

Record 6
Molecular formula: C4H10NO3
Method: DFT, ωB97M-V/def2-TZVPD

**Relative energy (zero: lowest compared OMol25 entry of this formula, charge and spin)**: 6.307 eV
**<S²>**: 0.756
**HOMO energy (spin up / spin down)**: -7.329 / -7.336 eV
**E_tot**: -11935.343 eV
**Multiplicity**: 2
**Charge**: 0
**Kohn-Sham gap (spin up / spin down)**: 4.680 / 2.956 eV

```
18
Properties=species:S:1:pos:R:3:forces:R:3
C -0.781891 0.917821 0.197778 -0.4 0.3 1.1
C 0.263784 -0.036713 -0.451210 -1.2 -0.5 -0.8
N 1.853114 -0.380502 -0.175212 0.0 0.3 -0.2
C 1.507925 0.357773 0.821451 0.2 0.3 0.5
C -3.953267 -0.249287 -0.223762 0.3 0.5 0.7
O -3.615194 -0.052147 -1.408624 0.4 -0.3 -0.1
O -3.912303 0.572325 0.723028 0.3 -0.1 0.0
H -1.683660 0.931800 -0.441042 0.2 -0.4 -0.3
H -1.125313 0.506006 1.146284 -0.1 0.2 0.1
H -0.461687 1.948425 0.341507 0.1 0.0 -0.1
H 0.293457 0.257260 -1.499247 0.6 -0.2 0.0
H -0.065316 -1.062825 -0.292788 -0.2 0.0 -0.3
H 1.764557 1.416931 0.854816 -0.1 0.1 -0.1
H 1.176782 -0.103311 1.757330 -0.2 0.0 0.0
H -4.279263 -1.271300 0.098334 -0.2 -0.1 -0.4
H 3.716742 -1.462495 -0.063984 0.1 -0.3 -0.1
H 4.703610 -0.737492 -0.944641 0.2 -0.1 -0.1
O 4.597918 -1.552277 -0.440023 -0.1 0.3 0.1
```
Positions in Å, forces in eV/Å.

=====

Record 7
Molecular formula: C4H10NO3
Method: DFT, ωB97M-V/def2-TZVPD

**Relative energy (zero: lowest compared OMol25 entry of this formula, charge and spin)**: 2.768 eV
**<S²>**: 0.751
**HOMO energy (spin up / spin down)**: -3.796 / -10.852 eV
**E_tot**: -11938.882 eV
**Multiplicity**: 2
**Charge**: 0
**Kohn-Sham gap (spin up / spin down)**: 4.352 / 11.253 eV

```
18
Properties=species:S:1:pos:R:3:forces:R:3
C -1.145135 -1.432219 -0.017467 -1.7 1.5 -3.0
O -2.336426 -0.949249 -0.777428 0.6 -0.3 0.6
C 0.033498 -0.407717 -0.260461 -1.8 -0.2 2.2
C 0.160381 0.334172 1.093792 1.6 -0.2 0.3
C 1.580054 0.731362 1.395101 2.0 1.7 0.6
O 2.150498 1.590038 0.484308 -1.1 -0.5 -1.1
O 2.189449 0.475906 2.400658 -0.5 -0.7 -0.2
N -0.294213 0.582096 -1.357365 0.4 1.1 0.2
H -1.614077 -1.506673 0.954457 0.9 0.0 0.5
H -0.931239 -2.375408 -0.481812 0.5 -0.7 0.3
H -2.240129 -1.270357 -1.683777 -0.2 -0.1 -0.2
H 0.937324 -0.974735 -0.439307 0.1 0.2 -0.5
H -0.017661 -0.376060 1.902210 -0.4 0.1 -0.1
H -0.441654 1.230459 1.254493 -0.3 -0.3 -0.3
H 3.119875 1.644229 0.464632 -0.3 -0.3 0.8
H 0.466567 0.768410 -2.038954 0.2 -0.6 -0.2
H -0.460514 1.592642 -1.008729 -0.2 -0.7 0.0
H -1.156599 0.343105 -1.884351 0.1 -0.1 0.0
```
Positions in Å, forces in eV/Å.

=====

Question: Which value of relative energy (zero: lowest compared OMol25 entry of this formula, charge and spin) does entry 6 give?
Answer: 6.307 eV